(1)
The following is a DFT calculation (ωB97M-V/def2-TZVPD) of a 9-piece molecular cluster, C24H45Cl9O15S3 overall in a non-equilibrium geometry.

## Properties
Calculated total energy in Ha: -7406.34307
HOMO level in eV: -9.7
Charge: 0
Orbital gap in eV: 9.79
SMILES: CCOS(C)(=O)=O.CCOS(C)(=O)=O.CCOS(C)(=O)=O.ClC(Cl)Cl.ClC(Cl)Cl.ClC(Cl)Cl.O=C1CCCO1.O=C1CCCO1.O=C1CCCO1

Geometry (Å):
C  4.90  1.27  3.96
C  3.67  0.99  3.14
O  3.86  -0.41  2.56
S  2.59  -1.40  2.75
C  3.35  -2.73  1.78
O  2.48  -1.77  4.13
O  1.42  -0.92  2.08
H  5.21  0.41  4.54
H  4.85  2.15  4.59
H  5.68  1.47  3.22
H  2.78  0.99  3.79
H  3.49  1.59  2.25
H  3.41  -2.50  0.71
H  2.74  -3.61  1.95
H  4.38  -2.90  2.10
C  -5.29  1.55  1.80
C  -4.45  0.98  2.97
O  -3.55  2.05  3.38
S  -2.36  1.64  4.37
C  -1.42  0.55  3.29
O  -1.66  2.86  4.53
O  -2.90  0.82  5.39
H  -4.64  1.72  0.94
H  -5.79  2.50  2.07
H  -6.07  0.82  1.57
H  -5.06  0.68  3.86
H  -3.88  0.12  2.60
H  -0.57  0.21  3.87
H  -1.10  1.15  2.41
H  -2.05  -0.28  2.96
C  1.96  0.89  -1.21
C  0.93  -0.23  -1.34
O  -0.25  0.14  -0.60
S  -1.51  -0.81  -0.71
C  -0.87  -2.37  -0.04
O  -2.44  -0.28  0.20
O  -1.78  -1.04  -2.10
H  2.24  0.99  -0.17
H  1.55  1.86  -1.46
H  2.85  0.77  -1.82
H  0.61  -0.48  -2.36
H  1.30  -1.11  -0.81
H  -0.58  -2.22  1.01
H  -0.02  -2.77  -0.60
H  -1.67  -3.12  -0.12
Cl  -2.28  -3.30  -5.88
C  -1.46  -1.87  -5.61
Cl  -2.40  -0.48  -6.12
Cl  0.22  -1.91  -6.14
H  -1.33  -1.79  -4.54
Cl  -0.11  -3.83  3.30
C  -0.19  -3.61  5.07
Cl  -1.14  -4.89  5.83
Cl  -0.83  -2.04  5.60
H  0.82  -3.70  5.43
Cl  -4.12  -4.10  -0.63
C  -3.63  -5.19  -1.86
Cl  -2.05  -4.89  -2.46
Cl  -4.85  -5.22  -3.14
H  -3.60  -6.18  -1.43
O  -0.65  5.97  0.25
C  0.09  5.34  0.94
C  1.58  5.56  1.15
C  1.98  4.13  1.56
C  0.71  3.66  2.27
O  -0.35  4.21  1.50
H  2.03  5.90  0.24
H  1.68  6.32  1.95
H  2.28  3.56  0.67
H  2.88  4.05  2.16
H  0.59  2.58  2.29
H  0.68  4.09  3.28
O  -1.47  2.97  -5.26
C  -1.75  2.95  -4.07
C  -2.83  2.14  -3.42
C  -3.04  2.72  -2.02
C  -1.70  3.47  -1.82
O  -1.18  3.77  -3.15
H  -3.66  2.31  -4.13
H  -2.55  1.11  -3.41
H  -3.87  3.42  -1.95
H  -3.18  1.90  -1.32
H  -1.85  4.41  -1.30
H  -0.95  2.87  -1.29
O  1.47  -3.80  -2.09
C  2.14  -3.34  -3.02
C  2.46  -4.03  -4.32
C  3.60  -3.24  -4.92
C  3.39  -1.85  -4.20
O  2.77  -2.18  -2.93
H  2.63  -5.10  -4.18
H  1.54  -3.90  -4.90
H  4.58  -3.64  -4.72
H  3.59  -3.10  -6.01
H  4.27  -1.26  -3.90
H  2.69  -1.18  -4.76

These are the Mulliken partial charges, in e, on atoms 1 to 5:
1. C -1.419
2. C 0.229
3. O -0.363
4. S 0.832
5. C -0.943

---

(2)
The following is a DFT calculation (ωB97M-V/def2-TZVPD) of C24H45ClCoN3O4Si as an isolated structure in a non-equilibrium geometry.

## Properties
Calculated total energy in Ha: -3539.09982
HOMO level (alpha / beta) in eV: -6.2 / -6.1
Charge: 0
Orbital gap (alpha / beta) in eV: 6.23 / 4.39
Spin multiplicity: 5

Geometry (Å):
O  0.39  -2.38  -2.43
C  -0.28  -3.06  -1.53
C  -1.80  -2.98  -1.75
C  -2.41  -1.73  -1.80
H  -1.78  -0.83  -1.78
C  -3.81  -1.64  -1.89
H  -4.29  -0.66  -1.91
C  -4.58  -2.81  -1.93
H  -5.67  -2.75  -1.96
C  -3.95  -4.06  -1.93
H  -4.54  -4.99  -1.98
C  -2.56  -4.14  -1.88
H  -2.03  -5.10  -1.90
H  -0.02  -4.13  -1.65
C  1.40  -3.49  0.44
C  0.08  -2.90  0.09
H  1.31  -4.55  0.72
H  1.85  -2.97  1.29
H  2.06  -3.43  -0.43
C  -0.94  -2.73  0.95
C  -0.90  -3.08  2.40
H  -1.89  -2.33  0.60
H  -1.35  -4.07  2.58
H  -1.48  -2.35  2.97
H  0.12  -3.11  2.80
Co  0.98  0.00  1.93
Cl  0.74  -0.65  3.98
C  1.69  2.50  3.19
O  1.82  1.80  2.13
N  2.30  3.67  3.32
C  3.35  4.06  2.37
C  2.15  4.46  4.53
H  1.07  2.15  4.02
H  3.12  3.66  1.38
H  4.33  3.70  2.70
H  3.38  5.16  2.34
H  1.11  4.35  4.89
H  2.35  5.51  4.29
H  2.83  4.13  5.32
H  -1.71  1.06  -5.17
H  -1.26  3.10  -3.76
C  -1.78  0.54  -4.20
C  -1.06  2.49  -2.86
N  -0.84  1.10  -3.24
H  -1.56  -0.52  -4.34
C  0.39  0.54  -3.06
O  1.28  1.03  -2.36
H  -0.18  2.87  -2.33
H  0.49  -0.43  -3.59
H  -2.81  0.65  -3.82
H  -1.94  2.56  -2.21
H  5.74  -0.40  -0.54
H  4.74  -0.45  -2.80
C  4.97  -1.08  -0.16
C  4.00  -1.18  -2.44
N  3.80  -0.98  -1.01
H  4.70  -0.82  0.87
C  2.60  -0.78  -0.48
O  2.44  -0.57  0.76
H  3.05  -1.03  -2.95
H  1.74  -0.85  -1.17
H  5.37  -2.10  -0.20
H  4.38  -2.19  -2.63
C  -2.08  1.54  3.05
Si  -1.79  1.70  1.21
C  -3.43  1.47  0.32
C  -1.17  3.44  0.87
C  -0.50  0.47  0.59
H  -2.04  2.53  3.52
H  -1.32  0.90  3.53
H  -3.06  1.09  3.24
H  -4.21  2.01  0.88
H  -3.41  1.86  -0.71
H  -3.72  0.41  0.28
H  -0.07  3.49  0.81
H  -1.58  3.83  -0.07
H  -1.50  4.10  1.69
H  -0.89  -0.51  0.25
H  0.06  0.87  -0.28

These are the Mulliken partial charges, in e, on atoms 1 to 5:
1. O -0.773
2. C 0.133
3. C -0.156
4. C 0.653
5. H 0.215

---

(3)
The following is a DFT calculation (ωB97M-V/def2-TZVPD) of C24H45ClErN3O4Si as an isolated structure in a non-equilibrium geometry.

## Properties
Calculated total energy in Ha: -3171.42563
HOMO level (alpha / beta) in eV: -5.0 / -5.0
Charge: 0
Orbital gap (alpha / beta) in eV: 5.15 / 5.17
Spin multiplicity: 4

Geometry (Å):
O  1.88  -1.03  -3.63
C  0.76  -0.51  -3.71
C  0.38  0.88  -3.98
C  0.80  1.96  -3.18
H  1.08  1.77  -2.14
C  0.76  3.24  -3.73
H  1.22  4.07  -3.20
C  0.21  3.43  -5.00
H  0.35  4.38  -5.50
C  -0.46  2.39  -5.66
H  -0.88  2.52  -6.65
C  -0.47  1.12  -5.07
H  -1.09  0.32  -5.50
H  -0.07  -1.26  -3.68
C  -2.26  -2.01  -1.92
C  -2.01  -0.69  -1.33
H  -2.83  -1.94  -2.88
H  -2.84  -2.65  -1.21
H  -1.35  -2.58  -2.18
C  -2.50  0.47  -1.74
C  -3.99  0.56  -1.92
H  -2.00  1.39  -2.09
H  -4.11  0.98  -2.92
H  -4.44  1.23  -1.16
H  -4.47  -0.44  -1.84
Er  -0.75  -0.68  0.62
Cl  -3.26  -0.51  1.37
C  -1.10  -0.54  3.54
O  -0.31  -1.13  2.74
N  -1.20  -0.83  4.80
C  -0.50  -2.02  5.30
C  -2.10  -0.08  5.69
H  -1.77  0.27  3.17
H  0.10  -2.39  4.46
H  -1.23  -2.78  5.61
H  0.15  -1.74  6.15
H  -2.46  0.78  5.12
H  -1.57  0.27  6.58
H  -2.96  -0.68  6.01
H  5.09  0.86  -1.44
H  4.76  1.57  0.74
C  4.00  0.81  -1.59
C  3.70  1.28  0.85
N  3.35  0.48  -0.32
H  3.73  0.05  -2.32
C  2.44  -0.51  -0.32
O  1.43  -0.52  0.44
H  3.57  0.69  1.77
H  2.62  -1.32  -1.05
H  3.65  1.80  -1.93
H  3.10  2.20  0.90
H  -0.05  -6.27  0.83
H  2.11  -6.21  -0.80
C  -0.53  -5.69  0.02
C  1.47  -5.57  -1.44
N  0.48  -4.86  -0.64
H  -1.31  -5.04  0.43
C  0.52  -3.54  -0.50
O  -0.31  -2.88  0.20
H  2.10  -4.84  -1.97
H  1.31  -3.03  -1.08
H  -0.93  -6.39  -0.71
H  0.97  -6.22  -2.17
C  -1.77  3.06  2.71
Si  -0.04  2.83  1.97
C  0.72  4.47  1.46
C  1.13  2.05  3.22
C  -0.20  1.68  0.49
H  -1.71  3.16  3.80
H  -2.48  2.25  2.49
H  -2.20  3.99  2.31
H  0.69  5.16  2.31
H  1.78  4.39  1.15
H  0.19  4.95  0.63
H  1.07  0.96  3.24
H  2.17  2.34  3.01
H  0.86  2.44  4.21
H  -0.96  2.18  -0.14
H  0.73  1.68  -0.11

These are the Mulliken partial charges, in e, on atoms 1 to 5:
1. O -0.593
2. C 0.047
3. C 0.217
4. C 0.625
5. H 0.461

---

(4)
The following is a DFT calculation (ωB97M-V/def2-TZVPD) of C24H45N4O5PZr as an isolated structure in a non-equilibrium geometry.

## Properties
Calculated total energy in Ha: -1924.73027
HOMO level in eV: -14.1
Charge: +2
Orbital gap in eV: 7.33

Geometry (Å):
Zr  0.02  0.00  -0.93
C  -1.82  0.08  -3.78
C  -2.68  0.89  -2.82
N  -2.09  0.98  -1.45
C  -3.04  0.60  -0.38
C  -3.08  -0.91  -0.28
N  -1.71  -1.43  0.01
C  -1.69  -2.92  -0.07
C  -1.63  -3.41  -1.51
C  -0.22  -3.40  -2.11
N  0.62  -2.25  -1.69
C  1.70  -2.05  -2.70
C  1.14  -1.15  -3.79
N  0.60  0.09  -3.19
C  -0.45  0.72  -4.04
H  -2.36  -0.03  -4.72
H  -1.67  -0.93  -3.37
H  -3.67  0.43  -2.76
H  -2.82  1.89  -3.22
H  -1.84  1.96  -1.31
H  -4.04  0.98  -0.58
H  -2.70  1.04  0.56
H  -3.42  -1.32  -1.23
H  -3.78  -1.23  0.49
H  -1.55  -1.21  0.99
H  -2.59  -3.31  0.41
H  -0.84  -3.29  0.50
H  -2.31  -2.82  -2.13
H  -2.00  -4.44  -1.54
H  -0.32  -3.38  -3.19
H  0.30  -4.33  -1.86
H  1.09  -2.54  -0.83
H  2.03  -3.00  -3.12
H  2.55  -1.57  -2.23
H  0.33  -1.65  -4.32
H  1.92  -0.93  -4.53
H  1.38  0.75  -3.11
H  -0.17  0.62  -5.09
H  -0.48  1.79  -3.81
O  4.68  4.01  -1.02
C  3.78  3.24  -1.01
C  2.28  3.58  -1.16
O  1.78  4.66  -1.27
C  1.61  2.26  -1.09
C  2.48  1.24  -0.87
O  1.98  0.01  -0.74
C  3.88  1.71  -0.82
O  4.87  1.05  -0.67
O  0.31  1.96  -1.18
C  -2.03  0.12  3.30
C  -0.54  -0.24  3.30
C  -0.36  -1.76  3.38
P  0.38  0.52  1.86
C  0.33  2.36  2.25
C  -0.90  3.07  1.63
C  0.39  2.73  3.73
C  2.16  0.01  2.22
C  2.40  -1.45  1.76
C  2.67  0.21  3.64
H  -2.49  -0.25  4.21
H  -2.57  -0.35  2.46
H  -2.20  1.20  3.26
H  -0.08  0.20  4.19
H  -0.64  -2.27  2.45
H  -1.01  -2.15  4.17
H  0.66  -2.05  3.62
H  1.23  2.75  1.76
H  -1.82  2.75  2.11
H  -0.96  2.91  0.56
H  -0.81  4.14  1.80
H  -0.49  2.38  4.27
H  0.42  3.81  3.82
H  1.27  2.34  4.23
H  2.75  0.68  1.59
H  2.63  -2.08  2.62
H  3.24  -1.51  1.08
H  1.52  -1.88  1.27
H  2.05  -0.29  4.39
H  2.76  1.26  3.91
H  3.67  -0.22  3.71

These are the Mulliken partial charges, in e, on atoms 1 to 5:
1. Zr -0.016
2. C -0.101
3. C -1.238
4. N -0.041
5. C -0.645

---

(5)
The following is a DFT calculation (ωB97M-V/def2-TZVPD) of C24H45NO2P2Ru as an isolated structure in a non-equilibrium geometry.

## Properties
Calculated total energy in Ha: -1923.45095
HOMO level (alpha / beta) in eV: -13.7 / -13.5
Charge: +2
Orbital gap (alpha / beta) in eV: 6.19 / 4.15
Spin multiplicity: 5

Geometry (Å):
Ru  -0.55  -0.38  -1.30
C  -1.71  1.51  0.69
C  -2.13  0.65  -0.44
C  -1.88  -0.61  1.54
C  -1.61  0.74  1.84
C  -2.21  -0.73  0.13
C  -1.69  2.98  0.63
H  -1.42  3.34  -0.37
H  -0.97  3.41  1.35
H  -2.69  3.40  0.87
C  -1.54  1.26  3.23
H  -1.36  2.33  3.26
H  -0.75  0.78  3.83
H  -2.49  1.06  3.77
C  -2.15  -1.65  2.56
H  -3.13  -1.48  3.02
H  -1.41  -1.62  3.37
H  -2.15  -2.66  2.13
C  -3.14  -1.77  -0.38
H  -4.18  -1.44  -0.27
H  -3.03  -2.71  0.18
H  -2.95  -1.98  -1.44
C  -3.15  1.16  -1.42
H  -4.07  1.38  -0.86
H  -3.36  0.41  -2.19
H  -2.79  2.07  -1.92
C  1.25  0.47  -1.80
C  0.14  1.35  -2.11
C  -0.31  1.57  -3.52
C  -1.18  0.42  -4.08
C  -1.26  -0.78  -3.15
C  -0.11  -1.60  -2.90
C  1.22  -1.36  -3.55
C  2.02  -0.20  -2.91
H  0.57  1.76  -4.17
H  -0.81  0.09  -5.07
H  -0.90  2.51  -3.52
H  2.32  0.54  -3.67
H  1.86  0.77  -0.94
H  0.08  2.24  -1.47
H  2.98  -0.58  -2.50
H  1.83  -2.27  -3.51
H  -0.32  -2.67  -2.78
H  1.07  -1.16  -4.62
H  -2.20  0.80  -4.24
H  -2.22  -1.30  -3.18
P  1.94  1.96  1.41
C  1.71  2.73  3.05
H  2.63  3.29  3.27
H  1.53  1.94  3.80
H  0.84  3.40  3.00
C  3.66  1.35  1.42
H  4.31  2.19  1.70
H  3.90  0.99  0.41
H  3.73  0.52  2.13
C  2.11  3.44  0.34
H  2.30  3.13  -0.70
H  2.96  4.04  0.71
H  1.18  4.03  0.35
P  0.87  -2.34  0.59
C  -0.06  -3.76  -0.12
H  0.65  -4.54  -0.41
H  -0.63  -3.42  -0.99
H  -0.77  -4.14  0.63
C  2.51  -2.50  -0.20
H  2.44  -2.30  -1.28
H  2.90  -3.51  -0.02
H  3.18  -1.75  0.25
C  1.23  -3.06  2.23
H  1.53  -4.11  2.09
H  0.31  -3.01  2.84
H  2.00  -2.47  2.75
O  0.44  -1.32  4.78
N  1.02  -0.33  4.27
O  2.07  -0.47  3.61

These are the Mulliken partial charges, in e, on atoms 1 to 5:
1. Ru -1.243
2. C 0.204
3. C 2.052
4. C 0.617
5. C 0.449

---

(6)
The following is a DFT calculation (ωB97M-V/def2-TZVPD) of C24H46BaN3O6P2S2 as an isolated structure in a non-equilibrium geometry.

## Properties
Calculated total energy in Ha: -3062.42998
HOMO level in eV: -8.9
Charge: +1
Orbital gap in eV: 6.44

Geometry (Å):
Ba  13.88  13.21  8.93
S  14.38  16.56  9.43
C  12.71  16.47  9.25
N  11.85  15.42  9.35
C  10.50  15.85  9.39
C  9.39  15.05  9.67
C  8.17  15.66  9.95
C  8.04  17.05  9.87
C  9.12  17.84  9.46
C  10.35  17.26  9.32
S  11.87  18.06  9.07
H  9.52  13.98  9.82
H  7.26  15.06  10.19
H  7.06  17.49  10.03
H  8.99  18.92  9.31
C  18.11  11.94  11.60
C  19.04  12.66  10.61
C  20.52  12.38  10.76
O  18.71  12.15  9.22
P  17.60  12.68  8.22
O  16.47  13.44  9.01
C  16.85  11.22  7.30
P  15.75  9.91  7.99
O  14.54  10.57  8.66
O  15.40  8.86  6.83
C  14.74  9.07  5.54
C  13.83  7.89  5.38
C  14.01  10.39  5.49
O  16.68  9.07  8.95
C  17.28  7.63  9.17
C  16.14  6.82  9.70
C  18.39  7.79  10.19
O  18.17  13.51  6.94
C  19.53  13.79  6.30
C  20.50  12.60  6.34
C  19.17  14.17  4.85
H  18.67  11.70  12.49
H  17.75  10.99  11.14
H  17.20  12.50  11.82
H  18.89  13.73  10.55
H  20.68  11.29  10.98
H  20.96  12.79  11.66
H  21.04  12.64  9.88
H  17.76  10.66  7.00
H  16.45  11.69  6.35
H  15.54  8.97  4.79
H  13.15  7.83  6.21
H  14.34  6.91  5.31
H  13.32  8.00  4.42
H  13.46  10.64  6.43
H  13.31  10.44  4.66
H  14.75  11.16  5.35
H  17.66  7.40  8.17
H  15.74  7.31  10.58
H  16.41  5.81  9.99
H  15.32  6.71  9.00
H  17.99  8.32  11.08
H  19.24  8.40  9.86
H  18.71  6.78  10.52
H  19.86  14.63  6.90
H  20.16  11.76  5.71
H  20.65  12.25  7.39
H  21.46  12.89  5.94
H  18.67  13.32  4.39
H  20.08  14.39  4.28
H  18.49  15.04  4.77
C  10.15  8.76  8.86
C  9.60  10.00  8.15
C  9.15  9.71  6.70
C  8.38  10.60  8.92
N  10.68  10.98  7.98
N  11.41  11.31  9.20
H  9.42  7.96  8.62
H  10.12  8.94  9.97
H  11.14  8.44  8.54
H  8.37  8.92  6.78
H  9.97  9.32  6.07
H  8.66  10.59  6.26
H  7.60  9.80  8.92
H  7.94  11.48  8.38
H  8.53  10.91  9.98
H  10.33  11.88  7.66
H  11.91  10.48  9.55
H  10.74  11.64  9.93

These are the Mulliken partial charges, in e, on atoms 1 to 5:
1. Ba 1.591
2. S -0.431
3. C 0.145
4. N -0.160
5. C -0.448